1.
C5H33NO10S | ωB97M-V/def2-TZVPD

```
! RIJCOSX wB97M-V def2-TZVPD def2/J DEFGRID3
* xyz 0 1
C 2.713 -1.083 0.106
S 1.165 -1.189 0.959
C -0.129 -0.336 -0.016
C -1.090 0.646 0.681
C -2.142 -0.164 1.477
C -3.603 0.543 1.402
N -2.540 -1.479 0.956
H 2.655 -1.599 -0.852
H 2.927 0.021 -0.062
H 3.662 -1.218 0.745
H -0.927 -1.140 -0.440
H 0.555 0.043 -0.846
H -0.448 1.050 1.539
H -1.460 1.435 0.184
H -1.607 -0.364 2.593
H -3.505 1.561 1.781
H -3.987 0.516 0.248
H -4.334 0.007 1.827
H -1.801 -2.257 1.136
H -2.819 -1.624 -0.068
O -0.196 -3.414 -1.867
H 0.370 -2.708 -1.737
H 0.209 -4.234 -2.094
O -1.308 -4.801 0.148
H -0.914 -4.307 -0.572
H -1.315 -4.187 0.921
O -1.727 3.797 2.169
H -1.076 3.567 2.803
H -2.263 2.998 2.160
O 1.599 -2.166 -3.430
H 1.510 -2.783 -4.232
H 1.615 -1.282 -3.644
O 0.588 0.684 -3.024
H 1.408 0.992 -3.400
H -0.128 0.673 -3.693
O -2.034 -1.670 -2.570
H -1.311 -2.278 -2.477
H -2.725 -2.032 -3.064
O 0.722 2.102 3.819
H 1.001 2.151 2.919
H 1.417 2.779 4.116
O 3.825 2.244 2.488
H 3.344 2.190 1.678
H 3.818 1.357 2.847
O 3.064 2.666 -0.045
H 2.257 2.871 -0.581
H 3.395 3.497 0.189
O 0.754 2.868 -1.243
H 0.277 2.286 -1.695
H 0.539 2.770 -0.238
*
```

The calculated total energy is -38517.4148 eV. The HOMO energy is -8.5 eV. As for the SMILES: CSCC[C@@H](C)N.O.O.O.O.O.O.O.O.O.O. The value obtained for the relative energy (zero: lowest compared OMol25 entry of this formula, charge and spin) is 355.1 kJ/mol.

2.
C5H33NO12 | ωB97M-V/def2-TZVPD

```
! RIJCOSX wB97M-V def2-TZVPD def2/J DEFGRID3
* xyz 0 1
C 1.989 0.148 -0.464
C 0.590 -0.238 -0.931
C -0.104 1.030 -1.513
C -0.234 2.306 -0.728
O 0.451 3.309 -0.932
N -1.063 2.233 0.365
C -2.175 1.319 0.503
H 1.905 0.613 0.514
H 2.582 0.713 -1.189
H 2.595 -0.764 -0.355
H 0.613 -0.993 -1.757
H -0.050 -0.601 -0.104
H -1.036 0.711 -1.946
H 0.535 1.264 -2.347
H -1.206 3.095 0.872
H -3.105 1.833 0.420
H -2.153 0.798 1.499
H -2.181 0.609 -0.320
O -0.638 -4.069 2.023
H -0.023 -3.338 1.863
H -0.275 -4.842 1.583
O 0.152 -0.778 2.598
H 0.023 -0.930 3.566
H 1.114 -0.463 2.598
O 3.328 -0.757 2.177
H 2.849 0.015 2.525
H 4.262 -0.723 2.387
O -3.920 0.208 -1.894
H -3.359 0.351 -2.664
H -4.290 -0.671 -2.042
O 2.387 3.529 1.307
H 2.889 3.196 0.545
H 1.617 3.881 0.809
O 0.848 2.938 -3.711
H -0.096 2.973 -3.543
H 1.264 3.190 -2.864
O -2.065 -1.890 1.355
H -1.259 -1.586 1.825
H -1.905 -2.842 1.239
O 1.383 1.210 2.764
H 1.838 2.066 2.715
H 0.581 1.298 2.234
O 1.846 -3.187 1.136
H 2.508 -3.809 0.793
H 2.493 -2.454 1.175
O -2.043 -0.983 -3.753
H -1.612 -1.323 -4.541
H -1.820 -1.429 -2.913
O -2.324 -1.986 -1.244
H -1.459 -2.395 -1.382
H -2.249 -1.785 -0.253
*
```

The calculated total energy is -31781.3723 eV. The HOMO energy is -10.0 eV. As for the SMILES: CCCC(=O)NC.O.O.O.O.O.O.O.O.O.O.O. The value obtained for the relative energy (zero: lowest compared OMol25 entry of this formula, charge and spin) is 209.3 kJ/mol.

3.
C5H34O11 | ωB97M-V/def2-TZVPD

```
! RIJCOSX wB97M-V def2-TZVPD def2/J DEFGRID3
* xyz 0 1
C -2.588 0.935 0.406
C -2.226 0.738 -1.072
C -1.025 -0.189 -1.267
C 0.303 0.562 -1.274
C 0.540 1.276 -2.622
H -3.480 1.506 0.494
H -1.831 1.512 0.961
H -2.775 -0.027 0.904
H -2.026 1.733 -1.528
H -3.090 0.348 -1.659
H -1.013 -0.992 -0.406
H -1.085 -0.753 -2.191
H 0.349 1.268 -0.457
H 1.146 -0.146 -1.128
H 1.550 1.785 -2.631
H 0.544 0.613 -3.517
H -0.237 2.083 -2.768
O 0.668 2.776 2.622
H 0.465 1.854 2.481
H -0.062 3.138 3.017
O 0.190 0.251 1.947
H -0.424 0.379 1.182
H 1.099 0.091 1.547
O -1.112 3.873 -1.334
H -0.288 3.745 -0.768
H -0.956 4.790 -1.711
O 0.038 -3.517 -1.388
H 0.327 -4.066 -2.198
H -0.828 -3.154 -1.532
O 2.607 -0.236 0.904
H 3.326 -0.387 1.527
H 2.436 -1.084 0.545
O 2.956 1.956 -0.613
H 2.840 1.140 -0.144
H 3.891 2.220 -0.467
O 1.122 3.765 0.165
H 0.947 3.520 1.036
H 1.815 3.160 -0.149
O -0.239 -2.313 2.692
H -0.974 -2.264 3.347
H -0.082 -1.361 2.507
O 1.894 -2.704 0.393
H 1.338 -2.924 -0.365
H 1.435 -2.947 1.112
O -1.487 -3.802 0.830
H -1.050 -3.271 1.470
H -0.830 -4.055 0.236
O -2.532 -2.830 -1.443
H -2.446 -3.202 -0.531
H -2.894 -1.938 -1.433
*
```

The calculated total energy is -28260.6373 eV. The HOMO energy is -10.2 eV. As for the SMILES: CCCCC.O.O.O.O.O.O.O.O.O.O.O. The value obtained for the relative energy (zero: lowest compared OMol25 entry of this formula, charge and spin) is 0.0 kJ/mol.

4.
C5H34O13S | ωB97M-V/def2-TZVPD

```
! RIJCOSX wB97M-V def2-TZVPD def2/J DEFGRID3
* xyz 0 1
O 3.954 -0.301 0.278
C 3.838 -0.170 1.480
C 2.518 -0.147 2.178
C 2.561 0.512 3.541
C 2.773 2.034 3.530
S 1.251 2.964 3.119
C 1.621 3.596 1.462
H 4.755 -0.082 2.083
H 2.181 -1.186 2.281
H 1.754 0.296 1.533
H 1.628 0.289 4.057
H 3.360 0.077 4.159
H 3.064 2.374 4.515
H 3.552 2.330 2.823
H 1.946 2.810 0.787
H 0.703 4.037 1.070
H 2.383 4.374 1.516
H 1.738 -0.728 -3.075
H 2.068 0.186 -4.285
O 1.519 -0.557 -4.023
H -3.175 -1.775 -1.410
H -3.947 -0.456 -1.725
O -3.791 -1.117 -0.995
H -0.356 -2.881 -1.156
H 0.185 -2.752 0.304
O 0.463 -2.956 -0.621
H -1.857 -3.246 -2.847
H -1.473 -1.758 -2.692
O -1.732 -2.573 -2.169
H -0.836 0.260 -2.469
H -0.189 -0.410 -3.746
O -1.047 -0.272 -3.277
H -0.988 -1.358 1.399
H -1.015 -2.614 2.266
O -0.411 -2.078 1.741
H 2.549 -0.624 -0.800
H 1.279 -1.571 -1.084
O 1.716 -0.696 -1.341
H -2.622 0.517 1.278
H -2.925 -0.520 0.017
O -2.255 -0.229 0.770
H -0.969 0.550 -0.229
H 0.446 0.457 -1.022
O -0.386 0.989 -0.900
H -2.960 0.378 -3.419
H -3.396 1.525 -2.506
O -3.721 0.705 -2.936
H -3.927 -2.750 2.126
H -3.008 -1.555 1.753
O -3.204 -2.221 2.449
H -1.495 2.193 -1.521
H -1.871 3.387 -2.431
O -2.248 2.742 -1.836
*
```

The calculated total energy is -43192.5859 eV. The HOMO energy is -8.8 eV. The value obtained for the relative energy (zero: lowest compared OMol25 entry of this formula, charge and spin) is 0.0 kJ/mol.

5.
C5H35NO13S | ωB97M-V/def2-TZVPD

```
! RIJCOSX wB97M-V def2-TZVPD def2/J DEFGRID3
* xyz 0 1
O 0.246 2.834 2.269
C -0.566 2.515 1.428
C -0.007 1.466 0.387
C 1.399 0.865 0.763
C 2.146 0.200 -0.323
S 2.461 -1.593 -0.177
C 4.173 -2.026 -0.526
N -0.139 2.049 -0.942
H -1.531 2.876 1.388
H -0.616 0.494 0.430
H 1.102 0.197 1.640
H 1.806 1.698 1.324
H 3.015 0.942 -0.493
H 1.710 0.255 -1.281
H 4.638 -1.052 -0.688
H 4.151 -2.520 -1.552
H 4.697 -2.542 0.192
H -1.070 2.554 -1.026
H 0.534 2.732 -1.048
H 2.753 -3.134 3.261
H 1.863 -1.995 2.691
O 1.794 -2.786 3.290
H -0.994 0.100 4.595
H -0.748 -0.768 3.365
O -0.697 0.228 3.681
H 2.438 0.572 4.641
H 1.455 0.156 3.548
O 2.340 0.361 3.683
H -1.378 1.501 -4.792
H -2.099 0.719 -3.877
O -1.557 0.591 -4.534
H -0.360 -0.573 -3.641
H 0.185 -0.138 -2.217
O 0.063 -0.946 -2.796
H -0.191 -2.632 3.739
H -1.189 -2.728 2.334
O -0.845 -2.395 3.208
H 2.049 4.446 1.101
H 3.317 3.884 1.305
O 2.756 4.070 0.505
H -2.528 -3.465 -2.249
H -2.262 -3.097 -0.754
O -2.928 -3.489 -1.348
H -0.468 -2.945 -0.035
H -0.423 -1.797 -1.082
O -0.937 -2.211 -0.336
H -4.810 0.683 -2.320
H -3.614 0.181 -1.615
O -3.837 0.944 -2.213
H -4.020 -2.133 -0.974
H -5.187 -1.469 -0.415
O -4.566 -1.376 -1.052
H -0.426 3.180 -3.829
H -1.785 2.948 -2.992
O -1.317 3.568 -3.646
*
```

The calculated total energy is -44692.8340 eV. The HOMO energy is -8.7 eV. The value obtained for the relative energy (zero: lowest compared OMol25 entry of this formula, charge and spin) is 427.0 kJ/mol.

6.
C5H36N2O11 | ωB97M-V/def2-TZVPD

```
! RIJCOSX wB97M-V def2-TZVPD def2/J DEFGRID3
* xyz -1 2
C 0.325 2.553 -0.268
N -0.964 3.081 0.121
C -0.803 4.265 0.990
C 0.192 1.103 -0.708
C 0.601 0.874 -2.221
C 2.126 0.832 -2.365
N 2.706 -0.399 -1.763
H 1.021 2.597 0.575
H 0.777 3.033 -1.142
H -1.642 3.349 -0.582
H -0.668 3.788 1.994
H -1.609 4.989 0.957
H 0.101 4.875 0.744
H -0.853 0.775 -0.655
H 0.730 0.341 -0.153
H 0.016 1.511 -2.905
H 0.231 -0.143 -2.467
H 2.436 0.730 -3.407
H 2.555 1.773 -1.973
H 2.209 -0.515 -0.879
H 2.443 -1.236 -2.266
H -1.744 0.053 1.144
H -0.909 1.341 1.593
O -1.022 0.390 1.701
H 4.455 -0.549 -0.165
H 5.088 -1.658 -0.890
O 5.270 -1.100 -0.125
H -1.672 -3.038 1.591
H -2.809 -1.995 1.769
O -2.021 -2.374 2.201
H -0.102 -0.317 3.220
H -0.217 -1.580 3.759
O 0.534 -1.054 3.427
H -3.508 -0.963 -0.372
H -3.404 0.535 -0.247
O -3.664 -0.254 0.276
H -2.393 0.421 -2.614
H -2.500 2.035 -2.562
O -2.653 1.181 -2.069
H 0.596 -3.313 0.519
H 0.045 -4.688 0.943
O -0.263 -3.797 0.696
H -1.680 -3.191 -0.262
H -3.124 -3.559 -0.773
O -2.493 -2.840 -0.692
H -2.410 4.439 -2.266
H -3.143 3.741 -3.605
O -2.431 3.689 -2.937
H 0.880 -1.239 1.682
H 2.029 -2.299 1.840
O 1.450 -1.875 1.186
H 4.332 -1.852 1.298
H 4.322 -1.951 2.638
O 3.963 -2.527 1.927
*
```

The calculated total energy is -31271.3161 eV. The HOMO energy (alpha / beta) is 0.1 / -6.0 eV. The value obtained for the relative energy (zero: lowest compared OMol25 entry of this formula, charge and spin) is 62.1 kJ/mol.

7.
C5H36NO14 | ωB97M-V/def2-TZVPD

```
! RIJCOSX wB97M-V def2-TZVPD def2/J DEFGRID3
* xyz -1 1
C 0.529 0.513 -0.239
N 0.835 0.527 1.207
C 1.836 -0.435 1.706
O 1.567 -1.815 1.548
C 1.553 1.326 -1.026
C 1.217 2.838 -1.166
C -0.042 3.107 -1.961
O 0.015 2.581 -3.291
H -0.483 0.899 -0.364
H 0.474 -0.514 -0.621
H -0.039 0.387 1.715
H 1.892 -0.324 2.804
H 2.788 -0.174 1.193
H 2.542 1.221 -0.567
H 1.685 0.878 -2.032
H 1.112 3.247 -0.145
H 2.068 3.353 -1.617
H -0.165 4.182 -2.069
H -0.973 2.730 -1.519
H 0.668 1.871 -3.304
H 1.267 -2.320 -2.088
H 0.260 -3.170 -2.892
O 0.638 -2.285 -2.879
H -3.029 1.145 1.723
H -2.997 -0.184 0.911
O -2.800 0.189 1.818
H -0.813 2.743 3.316
H -0.379 4.212 3.154
O -1.124 3.651 3.423
H 3.203 -1.247 -0.991
H 4.706 -0.998 -0.694
O 3.916 -0.535 -0.990
H 1.820 -2.128 0.561
H 2.834 -3.229 -0.889
O 2.190 -2.523 -0.780
H -2.291 3.317 2.163
H -1.943 2.610 0.851
O -2.708 2.955 1.338
H -2.068 -3.129 1.090
H -1.686 -3.700 -0.249
O -2.481 -3.410 0.238
H -0.939 -1.541 -2.846
H -1.504 -0.149 -3.347
O -1.756 -0.980 -2.926
H -0.047 -2.234 1.980
H -1.424 -1.606 2.376
O -0.976 -2.464 2.298
H 1.623 4.704 1.619
H 1.169 3.319 2.115
O 1.252 4.250 2.382
H -3.077 -1.900 -0.318
H -2.787 -0.917 -1.478
O -3.276 -0.989 -0.621
H 0.844 -3.486 -0.487
H 0.167 -4.210 0.658
O 0.167 -4.189 -0.314
*
```

The calculated total energy is -35928.6319 eV. The HOMO energy is -6.8 eV. The value obtained for the relative energy (zero: lowest compared OMol25 entry of this formula, charge and spin) is 0.0 kJ/mol.

8.
C5H37N2O11 | ωB97M-V/def2-TZVPD

```
! RIJCOSX wB97M-V def2-TZVPD def2/J DEFGRID3
* xyz 1 1
N 0.619 0.990 1.119
C -0.835 1.595 0.747
C -0.986 2.242 -0.670
C -2.275 3.148 -0.825
C -3.692 2.444 -0.943
C -1.591 0.186 0.806
N -1.371 -0.429 2.200
H 0.404 0.169 1.691
H 1.146 0.562 0.390
H 1.412 1.527 1.626
H -1.053 2.369 1.352
H -0.862 1.542 -1.617
H -0.194 3.011 -0.839
H -2.025 3.872 -1.508
H -2.528 3.707 0.092
H -3.899 2.205 0.090
H -3.666 1.647 -1.611
H -4.331 3.404 -1.112
H -2.638 0.353 0.616
H -0.960 -0.503 0.236
H -2.198 -0.381 2.791
H -1.009 -1.287 2.008
H 2.471 2.767 3.499
H 3.514 1.772 3.307
O 2.803 2.214 2.846
H 2.335 0.448 5.213
H 1.145 1.438 5.316
O 1.957 1.240 4.890
H -2.759 -4.131 -1.723
H -1.210 -3.968 -2.044
O -1.919 -3.764 -1.454
H 1.055 -2.074 3.021
H 1.884 -2.968 2.122
O 1.130 -3.074 2.684
H 3.550 -0.365 1.095
H 3.254 -1.380 -0.031
O 2.868 -0.797 0.605
H 1.618 -2.887 0.273
H 1.621 -2.733 -1.373
O 2.095 -2.889 -0.560
H -2.250 -0.896 -3.353
H -1.688 -1.988 -4.298
O -1.426 -1.172 -3.657
H -2.050 -2.821 0.588
H -3.397 -3.230 0.064
O -3.053 -2.704 0.710
H 3.227 -2.280 -3.540
H 3.622 -0.937 -4.033
O 2.843 -1.393 -3.540
H 2.299 2.904 -1.926
H 3.037 1.503 -1.902
O 3.093 2.414 -2.194
H 0.567 0.331 -2.858
H -0.132 -0.774 -2.419
O 0.426 -0.178 -1.969
*
```

The calculated total energy is -31279.0088 eV. The HOMO energy is -12.9 eV. The value obtained for the relative energy (zero: lowest compared OMol25 entry of this formula, charge and spin) is 664.3 kJ/mol.